# C6H15IN2O

2 unconnected molecules or ions with the total composition C6H15IN2O at a distorted geometry (ωB97M-V/def2-TZVPD, OMol25).

Last column: natural (NBO) charge in e.
Geometry (Å):
C: -0.7761 3.5051 -0.7237  -0.38
C: -0.9841 3.1814 0.7165  -0.36
C: 0.1221 2.4336 -0.0725  -0.12
C: -0.2050 -1.2002 -0.8295  -0.54
C: 0.6466 -2.4984 -1.1002  -0.20
C: 0.6037 0.0632 -0.4568  0.22
N: 1.1212 -2.9306 0.3366  -0.73
N: -0.1312 1.1361 -0.4747  -0.45
O: -0.7127 -1.6379 1.8365  -0.97
I: 2.6994 0.3030 -0.0691  0.35
H: -1.2232 3.1739 -1.6003  0.24
H: -0.2327 4.4249 -0.9902  0.27
H: -0.4709 3.8601 1.4683  0.27
H: -1.6912 2.5524 1.1337  0.23
H: 1.1042 2.6179 0.0949  0.23
H: -0.7711 -0.9114 -1.7989  0.28
H: -0.9183 -1.2327 -0.0102  0.29
H: 1.5015 -2.4020 -1.7224  0.25
H: -0.0071 -3.2133 -1.4760  0.25
H: 2.0637 -2.6319 0.3817  0.43
H: 1.1657 -3.9276 0.3430  0.45
H: 0.4455 -2.3357 1.0810  0.48
H: -1.4899 -2.2734 2.1113  0.54
H: -1.1851 0.9516 -0.7447  0.44
H: -0.6750 -1.0081 2.5659  0.53

Charge: +2
Molar mass: 258.10 g mol⁻¹
Calculated total energy: -719.36301 hartree
Orbital gap: 9.080 eV
ΔE to the lowest compared entry with this formula, charge and spin: 3.1 kcal/mol